[1]
6
Properties=species:S:1:pos:R:3:forces:R:3 method="wB97M-V/def2-TZVPD" de_lowest_kj_mol=184.0 fmax_ev_per_a=3.959 gap_ev="8.290 / 8.290" lumo_energy_ev="-1.05 / -1.05"
C 0.74912 -0.71031 -0.33137 -2.869 1.353 -2.370
F 0.41216 -1.74177 0.39260 0.281 -0.497 1.375
S -0.96038 0.96780 0.12847 2.281 -1.950 -0.535
I 2.67133 0.13194 -0.00170 -0.700 -0.378 -0.119
H 0.44129 -1.05672 -1.41150 1.088 1.569 1.721
H -0.07990 1.71900 0.81439 -0.081 -0.097 -0.072

=====

[2]
8
Properties=species:S:1:pos:R:3:forces:R:3 method="wB97M-V/def2-TZVPD" de_lowest_kj_mol=421.0 fmax_ev_per_a=6.650 gap_ev="8.181 / 8.185" lumo_energy_ev="-2.19 / -2.19"
O 1.63092 0.89515 0.97455 0.251 -0.793 -0.775
S 1.67114 0.03980 -0.21503 -0.343 -1.014 1.533
O 1.20107 -1.38064 -0.01131 0.654 2.243 -0.416
C -0.29125 0.18076 -0.78386 -0.580 -2.739 -6.032
N -1.03677 0.45461 0.14607 -1.581 -1.688 1.074
F -2.09408 -0.52708 0.81836 0.983 1.298 -1.370
H -0.48677 -0.45155 -1.88086 0.266 1.764 3.899
H -0.59426 0.78895 0.95209 0.350 0.929 2.087

=====

[3]
8
Properties=species:S:1:pos:R:3:forces:R:3 method="wB97M-V/def2-TZVPD" de_lowest_kj_mol=132.0 fmax_ev_per_a=6.562 gap_ev=10.847 lumo_energy_ev=-0.63
O -0.94400 -1.31066 1.04375 -1.277 -0.584 0.338
N -0.70163 -0.81441 -0.02630 2.163 -0.140 -0.360
O -1.32400 -0.73386 -1.04043 -1.295 -0.498 -0.289
C 0.63440 -0.19512 -0.05149 -0.981 5.268 -3.786
O 0.26426 1.32770 -0.44841 1.388 -2.441 -0.982
F -0.25338 2.11651 0.56605 -0.226 -0.393 1.066
H 1.34516 -0.27310 -0.94058 -1.273 -0.898 1.338
H 0.97920 -0.11706 0.89741 1.502 -0.314 2.675

=====

[4]
7
Properties=species:S:1:pos:R:3:forces:R:3 method="wB97M-V/def2-TZVPD" de_lowest_kj_mol=750.6 fmax_ev_per_a=4.346 gap_ev="8.884 / 8.185" lumo_energy_ev="-0.95 / -1.89"
C -1.99026 0.29703 0.68143 0.240 -2.250 -2.410
N 1.55624 -0.60953 0.86422 -0.136 0.219 1.941
O -0.66125 -1.35607 -0.76501 0.454 -0.865 -0.817
F 2.01904 -0.60256 -0.36567 1.032 0.368 -2.404
S -0.68108 -0.42690 0.33800 -0.410 -0.093 0.163
H -2.12619 0.99637 1.36764 -0.714 3.016 3.048
H 1.66086 -1.60639 1.06496 -0.466 -0.396 0.480

=====

[5]
7
Properties=species:S:1:pos:R:3:forces:R:3 method="wB97M-V/def2-TZVPD" de_lowest_kj_mol=106.0 charge=-1 fmax_ev_per_a=2.980 gap_ev="6.965 / 6.135" lumo_energy_ev="3.95 / 3.97"
C -0.06675 0.07647 -0.54032 0.498 2.848 0.719
O 2.11332 -1.61658 -2.47542 -0.232 -1.128 -0.221
O 3.32166 0.16155 -1.29032 -0.681 -0.220 -0.808
F -1.22450 0.86113 -1.02652 1.042 -1.136 0.360
S 2.23635 -0.19706 -2.23604 0.130 1.620 1.811
H -0.00626 0.30571 0.57625 0.067 -0.272 -1.427
H -0.15096 -0.94122 -0.74910 -0.823 -1.713 -0.433

=====

[6]
11
Properties=species:S:1:pos:R:3:forces:R:3 method="wB97M-V/def2-TZVPD" de_lowest_kj_mol=0.0 charge=-2 fmax_ev_per_a=3.199 gap_ev=7.110 lumo_energy_ev=6.64
C -0.79875 0.55739 0.29682 -2.655 -0.134 1.780
O 2.41428 1.14874 -1.49546 -0.376 -0.225 0.016
O 2.21311 0.53280 1.01897 -0.206 0.201 -0.504
O 0.93115 -0.85758 -0.70724 2.327 0.923 -0.458
O -0.60915 -2.01802 0.92120 0.118 -0.782 1.416
O 0.07154 1.49478 -0.24990 1.480 -2.093 -0.511
F -2.68325 -1.38865 -0.69234 -0.855 0.190 0.282
P 1.63188 0.58274 -0.36168 -1.005 0.632 0.943
S -0.64414 -1.27927 -0.32458 -0.716 1.555 -1.299
H -1.94206 0.80072 0.15655 2.267 -0.191 0.081
H -0.58462 0.42635 1.43767 -0.378 -0.074 -1.747